[1]
Below is a structure of composition C14H16Cl5N2O3SbSe4Ti at a distorted geometry, with properties calculated with wB97M-V/def2-TZVPD.

Positions of all 46 atoms, in Å:
H1 1.523 1.354 -1.969
C1 -0.418 -0.271 -2.091
H2 -2.099 0.369 -3.743
C2 0.977 -2.294 1.329
C3 1.581 3.331 1.753
Cl1 4.170 -5.545 1.724
Se1 -1.769 3.002 3.814
C4 2.003 -4.392 0.572
N1 1.928 2.653 0.506
H3 -4.608 0.114 -0.918
C5 2.961 -4.316 1.576
H4 2.399 4.009 2.012
H5 2.495 3.153 -1.460
O1 0.705 0.832 1.179
C6 -3.051 0.208 -3.249
Cl2 -0.157 -3.557 -0.788
H6 3.142 4.187 -0.185
H7 -3.889 -1.394 -0.398
C7 1.449 0.817 -1.021
H8 1.448 2.608 2.552
Cl3 1.923 -0.963 3.468
C8 0.892 1.700 0.107
Se2 -1.727 -1.366 3.168
H9 0.651 3.908 1.665
H10 -4.760 -1.353 -1.957
H11 -3.528 1.178 -3.088
Sb1 -2.305 1.504 1.998
H12 -0.437 0.692 -2.599
C9 1.953 -2.269 2.326
C10 -4.117 -0.794 -1.273
Ti1 -0.481 -0.572 1.335
H13 1.436 4.345 -0.690
H14 -3.686 -0.400 -3.896
H15 2.431 0.456 -0.707
H16 -0.324 -1.092 -2.817
C11 -1.720 -0.499 -1.343
C12 1.042 -3.388 0.474
Cl4 2.029 -5.729 -0.530
Cl5 4.121 -3.153 3.721
C13 2.256 3.636 -0.512
N2 -2.881 -0.465 -1.979
Se3 -0.815 2.556 -0.524
O2 0.650 -0.355 -1.192
O3 -1.673 -0.898 -0.157
C14 2.935 -3.245 2.465
Se4 -4.650 1.697 1.345

Net charge: -2
Relative energy (zero: lowest compared OMol25 entry of this formula, charge and spin): 0.000 eV
Frontier orbital gap: 4.6 eV
E: -377554.907 eV

Atom charges from the natural (NBO) analysis, given in e for atoms 1 to 6:
1 H 0.18
2 C -0.17
3 H 0.21
4 C -0.47
5 C -0.42
6 Cl 0.01

=====

[2]
Below is the molecule C14H16ClO5PS, with properties calculated with wB97M-V/def2-TZVPD.

Positions of all 38 atoms, in Å:
O1 2.363 1.247 0.809
O2 -2.556 1.596 0.261
H1 -1.512 3.305 -2.430
H2 -1.167 1.609 -2.060
C1 -2.703 2.487 -0.846
H3 -5.969 -0.209 -1.129
O3 -4.316 0.037 1.015
C2 3.687 1.230 0.483
H4 -2.974 3.453 -0.412
H5 -3.512 2.142 -1.496
P1 -2.981 0.067 0.162
H6 -5.749 -1.166 1.773
H7 -0.119 1.265 1.406
C3 4.199 -0.033 -0.053
O4 4.336 2.227 0.649
C4 3.973 -2.413 -0.785
C5 -6.399 -0.391 -0.146
C6 -1.405 2.579 -1.629
H8 -6.795 0.543 0.245
H9 5.033 -2.313 -0.995
S1 -3.016 -0.754 -1.605
O5 -1.965 -0.601 1.220
C7 1.125 -2.099 -0.016
C8 3.431 -1.137 -0.235
H10 -0.590 2.884 -0.978
Cl1 5.875 0.019 -0.433
C9 -0.643 -0.738 0.859
H11 -7.207 -1.110 -0.243
H12 3.828 -3.221 -0.071
C10 1.561 0.171 0.647
H13 -4.893 -1.846 0.362
C11 -5.335 -0.940 0.787
H14 3.453 -2.673 -1.706
H15 1.459 -3.039 -0.422
C12 0.227 0.324 1.011
H16 -0.899 -2.758 0.209
C13 -0.196 -1.951 0.339
C14 2.036 -1.044 0.128

Net charge: 0
SMILES: CCOP(=S)(OCC)Oc1ccc2c(C)c(Cl)c(=O)oc2c1
Relative energy (zero: lowest compared OMol25 entry of this formula, charge and spin): 0.000 eV
Frontier orbital gap: 8.6 eV
E: -57664.687 eV

Atom charges from the natural (NBO) analysis, given in e for atoms 1 to 6:
1 O -0.46
2 O -0.82
3 H 0.22
4 H 0.23
5 C -0.06
6 H 0.23

=====

[3]
Below is a cluster of 4 separate species, C14H16F2N2O6 in total at a distorted geometry, with properties calculated with wB97M-V/def2-TZVPD.

Positions of all 40 atoms, in Å:
C1 -1.339 1.000 2.107
O1 3.503 4.064 -1.356
H1 2.687 -1.084 -2.358
C2 1.102 3.342 1.001
C3 -2.515 -4.117 -0.502
H2 0.922 -2.230 -2.516
C4 1.902 -0.482 -1.901
C5 -0.033 0.524 -2.591
H3 2.292 -0.365 -0.889
H4 -2.927 -4.714 -1.302
O2 -0.346 -0.698 -2.277
H5 0.477 1.534 -0.641
C6 -1.246 -3.096 1.084
F1 1.874 1.225 1.304
H6 -0.566 -0.664 -0.600
H7 -2.689 -1.266 0.970
H8 -0.627 -5.054 0.335
C7 0.715 -1.407 -1.832
F2 0.504 -1.915 -0.642
H9 2.445 2.593 2.541
H10 0.704 3.985 1.786
C8 2.828 3.663 -0.385
C9 -1.388 -4.291 0.266
H11 -0.380 -2.990 1.719
C10 2.202 2.430 1.491
O3 1.290 0.707 -2.354
O4 -0.758 1.435 -2.908
N1 -0.752 0.066 0.072
H12 -0.113 2.823 1.724
N2 -3.139 -2.958 -0.106
O5 1.646 4.122 0.006
C11 -1.458 -0.083 1.244
C12 -0.166 1.299 0.194
H13 0.252 2.812 0.571
C13 -2.328 -2.260 0.751
C14 -0.540 1.895 1.373
H14 -3.957 -2.642 -0.609
H15 -1.885 -1.045 1.487
H16 -1.468 1.080 3.177
O6 3.274 2.761 0.565

Net charge: 0
SMILES: O=C1OC[C@@H](F)O1.O=C1OC[C@@H](F)O1.c1cc[nH]c1.c1cc[nH]c1
Frontier orbital gap: 8.6 eV
E: -35466.924 eV

Atom charges from the natural (NBO) analysis, given in e for atoms 1 to 6:
1 C -0.27
2 O -0.59
3 H 0.22
4 C -0.20
5 C -0.07
6 H 0.16